Density functional theory data (ωB97M-V with the def2-TZVPD basis set) for 2 unconnected molecules or ions with the total composition C4H12N6 in a non-equilibrium geometry.

Calculated values
SMILES	[H]/N=C(/N)N(C)N.C=C=NN
HOMO-LUMO gap	8.6	eV
total charge	0
HOMO level	-0.288	hartree

Each line ends with the Mulliken charge.
CARTESIAN COORDINATES (ANGSTROEM)
H 1.313 0.789 -2.143  0.2438
N 1.726 -0.008 -1.684  -0.8856
C 1.002 -0.577 -0.812  0.7369
N 1.477 -1.690 -0.146  -0.3749
N -0.472 -0.291 -0.612  0.3824
C -1.212 0.171 -1.785  -1.1849
N -1.253 -1.245 0.119  -0.9009
H 2.453 -1.848 -0.350  0.2518
H 0.969 -2.236 0.538  0.1961
H -2.265 0.240 -1.514  0.3242
H -0.848 1.146 -2.088  0.4172
H -1.096 -0.522 -2.630  0.3149
H -0.865 -1.269 1.061  0.3355
H -1.105 -2.177 -0.269  0.2631
C -0.840 2.372 0.684  -1.0327
C -0.148 1.266 0.826  0.6217
N 0.883 0.748 1.394  -0.2982
N 0.691 -0.251 2.386  -0.4536
H -0.538 3.270 1.196  0.2996
H -1.589 2.491 -0.082  0.2801
H 1.611 -0.468 2.757  0.2320
H 0.107 0.089 3.152  0.2315